{"formula": "C18H41N2O5PtSi4Te", "method": "the ωB97M-V functional and the def2-TZVPD basis", "homo_lumo_gap_ev": [8.01, 5.25], "charge": 1, "multiplicity": 5, "homo_energy_ev": [-10.6, -11.2], "elements": ["Pt", "O", "C", "C", "N", "C", "C", "O", "O", "C", "C", "O", "O", "H", "H", "H", "H", "H", "H", "H", "H", "H", "C", "Si", "C", "C", "Si", "Te", "Si", "C", "C", "C", "Si", "C", "C", "C", "H", "H", "H", "H", "H", "H", "H", "H", "H", "H", "H", "H", "H", "H", "H", "H", "H", "H", "H", "H", "H", "H", "H", "H", "H", "H", "H", "C", "C", "C", "N", "H", "H", "H", "H", "H"], "positions_angstrom": [[-0.386, -1.880, -0.813], [-0.575, -2.541, 2.242], [-0.617, -3.949, 2.036], [-1.816, -4.392, 1.214], [-1.728, -4.038, -0.209], [-0.930, -4.971, -1.007], [0.032, -4.114, -1.822], [0.537, -4.813, -3.036], [0.927, -3.454, -1.066], [-2.998, -3.605, -0.787], [-3.267, -2.090, -0.683], [-4.363, -1.657, -0.910], [-2.253, -1.305, -0.317], [-1.436, -2.260, 2.571], [-0.640, -4.473, 2.997], [0.316, -4.208, 1.532], [-2.718, -3.932, 1.627], [-1.941, -5.477, 1.324], [-1.542, -5.615, -1.643], [-0.335, -5.593, -0.338], [-3.853, -4.103, -0.320], [-3.023, -3.834, -1.853], [3.183, 1.591, 3.411], [1.544, 2.484, 3.291], [1.717, 4.278, 3.796], [0.254, 1.611, 4.329], [0.837, 2.466, 1.010], [0.524, 0.008, 0.600], [-1.381, 3.254, 0.546], [-1.210, 5.105, 0.769], [-1.851, 2.787, -1.198], [-2.568, 2.501, 1.774], [2.531, 3.026, -0.588], [3.980, 1.862, -0.388], [1.804, 2.899, -2.305], [3.002, 4.786, -0.164], [3.444, 1.463, 4.464], [3.990, 2.152, 2.938], [3.153, 0.598, 2.959], [2.051, 4.324, 4.834], [0.770, 4.814, 3.732], [2.449, 4.809, 3.189], [0.605, 1.532, 5.359], [0.061, 0.597, 3.972], [-0.692, 2.151, 4.341], [-0.516, 5.542, 0.051], [-0.876, 5.369, 1.772], [-2.185, 5.572, 0.611], [-1.212, 3.259, -1.942], [-2.878, 3.108, -1.386], [-1.817, 1.706, -1.348], [-2.351, 2.805, 2.798], [-2.559, 1.411, 1.725], [-3.583, 2.828, 1.538], [3.684, 0.817, -0.487], [4.471, 1.984, 0.577], [4.719, 2.067, -1.165], [1.335, 1.929, -2.478], [2.590, 3.025, -3.052], [1.056, 3.672, -2.481], [3.427, 4.864, 0.837], [2.155, 5.469, -0.229], [3.759, 5.131, -0.871], [-0.716, -5.208, -5.725], [-0.330, -3.844, -5.155], [-0.190, -3.883, -3.685], [-0.687, -3.171, -2.729], [-0.793, -5.147, -6.809], [-1.679, -5.538, -5.337], [0.031, -5.960, -5.477], [-1.068, -3.079, -5.394], [0.630, -3.519, -5.567]], "mulliken_spin": [1.645, 0.037, 0.019, -0.019, 0.093, 0.020, -0.038, 0.018, 0.232, -0.006, -0.013, 0.039, 0.191, -0.003, -0.001, -0.002, 0.004, -0.005, 0.004, -0.006, 0.001, -0.003, 0.016, 0.042, 0.009, 0.011, 0.210, 1.198, 0.070, 0.024, 0.033, 0.027, 0.058, 0.018, 0.013, 0.019, 0.001, 0.003, -0.003, 0.001, -0.001, -0.001, 0.001, 0.006, 0.001, 0.000, -0.003, 0.005, 0.001, 0.000, -0.022, 0.003, -0.011, 0.000, -0.001, 0.002, 0.000, -0.010, 0.001, 0.001, -0.001, 0.000, 0.003, 0.001, 0.000, 0.004, 0.058, 0.000, 0.000, 0.000, 0.001, 0.000]}

***

{"formula": "C35H24N3OPSc", "method": "the ωB97M-V functional and the def2-TZVPD basis", "homo_lumo_gap_ev": 6.87, "charge": 1, "multiplicity": 1, "homo_energy_ev": -10.7, "elements": ["Sc", "O", "C", "C", "C", "C", "C", "C", "C", "P", "C", "C", "C", "C", "C", "C", "C", "C", "C", "C", "C", "C", "H", "H", "H", "H", "H", "H", "H", "H", "H", "H", "H", "H", "H", "H", "N", "C", "C", "C", "C", "C", "C", "C", "C", "C", "C", "C", "C", "N", "C", "C", "C", "C", "N", "H", "H", "H", "H", "H", "H", "H", "H", "H", "H"], "positions_angstrom": [[-0.916, -0.731, -0.333], [-2.045, -2.519, -0.876], [-0.890, -2.601, -1.312], [-0.198, -3.483, -2.228], [-0.590, -4.702, -2.768], [0.267, -5.334, -3.657], [1.480, -4.743, -4.002], [1.870, -3.518, -3.466], [1.030, -2.892, -2.563], [1.294, -1.270, -1.726], [2.813, -0.614, -2.464], [2.680, 0.400, -3.413], [3.802, 0.912, -4.049], [5.060, 0.418, -3.731], [5.199, -0.585, -2.780], [4.079, -1.102, -2.147], [1.817, -1.703, -0.026], [1.826, -2.999, 0.492], [2.253, -3.225, 1.794], [2.667, -2.163, 2.588], [2.648, -0.867, 2.088], [2.219, -0.638, 0.790], [-1.542, -5.142, -2.499], [-0.012, -6.284, -4.092], [2.133, -5.246, -4.704], [2.811, -3.066, -3.754], [1.698, 0.793, -3.650], [3.697, 1.698, -4.784], [5.937, 0.820, -4.221], [6.182, -0.962, -2.529], [4.190, -1.879, -1.399], [1.529, -3.836, -0.128], [2.271, -4.233, 2.186], [3.005, -2.347, 3.599], [2.964, -0.038, 2.706], [2.227, 0.372, 0.391], [-4.661, 7.225, 5.095], [-4.265, 6.331, 4.494], [-3.766, 5.206, 3.739], [-2.707, 5.382, 2.854], [-2.234, 4.303, 2.127], [-2.802, 3.044, 2.291], [-3.859, 2.873, 3.181], [-4.347, 3.951, 3.899], [-2.281, 1.883, 1.513], [-1.655, 0.871, 2.255], [-1.437, 0.872, 3.652], [-0.833, -0.327, 3.981], [-0.679, -1.025, 2.779], [-1.157, -0.331, 1.738], [-2.491, 1.934, 0.125], [-3.244, 2.908, -0.567], [-3.221, 2.582, -1.911], [-2.473, 1.407, -2.008], [-2.029, 0.999, -0.808], [-2.261, 6.360, 2.740], [-1.412, 4.436, 1.435], [-4.307, 1.895, 3.302], [-5.175, 3.827, 4.583], [-1.699, 1.671, 4.326], [-0.535, -0.667, 4.959], [-0.237, -2.001, 2.637], [-3.750, 3.743, -0.112], [-3.693, 3.107, -2.725], [-2.244, 0.847, -2.905]], "nbo_charge": [1.722, -0.584, 0.157, -0.136, -0.147, -0.200, -0.144, -0.206, -0.281, 0.834, -0.403, -0.135, -0.207, -0.181, -0.202, -0.192, -0.406, -0.150, -0.212, -0.182, -0.195, -0.207, 0.237, 0.236, 0.233, 0.239, 0.212, 0.227, 0.229, 0.229, 0.222, 0.221, 0.232, 0.233, 0.235, 0.231, -0.264, 0.258, -0.155, -0.173, -0.142, -0.091, -0.203, -0.144, 0.238, -0.018, -0.154, -0.316, 0.061, -0.675, -0.016, -0.152, -0.311, 0.056, -0.678, 0.239, 0.221, 0.234, 0.240, 0.240, 0.240, 0.214, 0.240, 0.242, 0.210]}

***

{"formula": "CH4N3O", "method": "the ωB97M-V functional and the def2-TZVPD basis", "homo_lumo_gap_ev": [6.37, 5.73], "charge": -1, "multiplicity": 1, "homo_energy_ev": [-2.4, -2.1], "elements": ["C", "N", "N", "N", "O", "H", "H", "H", "H"], "positions_angstrom": [[-0.912, 0.119, 0.075], [3.102, -0.901, 0.018], [-0.433, -1.113, 0.000], [2.195, -0.046, 0.054], [2.334, 1.187, -0.154], [-2.047, 0.171, -0.403], [-0.336, 0.788, -0.636], [-1.100, 0.693, 1.027], [2.640, -1.848, 0.155]], "nbo_charge": [-0.546, -0.607, -0.228, 0.102, -0.608, 0.147, 0.261, 0.180, 0.299]}

***

{"formula": "C3H7NO2S", "method": "the ωB97M-V functional and the def2-TZVPD basis", "homo_lumo_gap_ev": 9.58, "multiplicity": 1, "homo_energy_ev": -9.9, "elements": ["C", "C", "C", "N", "O", "O", "S", "H", "H", "H", "H", "H", "H", "H"], "positions_angstrom": [[-0.778, -1.230, -0.490], [-0.819, 3.402, 1.614], [-1.116, -2.174, -1.303], [2.216, -0.363, 0.589], [2.232, -1.726, -1.561], [0.354, 3.144, 1.510], [1.662, -0.666, -0.797], [-0.882, -0.224, -0.720], [-0.543, -1.444, 0.450], [-1.345, 4.252, 1.092], [-1.698, 2.881, 2.145], [-1.413, -1.971, -2.255], [-1.030, -3.150, -1.091], [3.159, -0.731, 0.815]], "nbo_charge": [-0.427, 0.286, -0.330, -1.004, -0.890, -0.478, 1.513, 0.196, 0.193, 0.089, 0.102, 0.181, 0.184, 0.384]}

***

{"formula": "C4H9P", "method": "the ωB97M-V functional and the def2-TZVPD basis", "homo_lumo_gap_ev": 10.48, "multiplicity": 1, "smiles": "C[C@H]1C[C@@H]1P", "homo_energy_ev": -9.3, "elements": ["C", "C", "C", "C", "P", "H", "H", "H", "H", "H", "H", "H", "H", "H"], "positions_angstrom": [[0.092, -0.738, 1.058], [-0.118, -0.678, -0.405], [-0.216, 0.614, 0.373], [1.018, -0.797, -1.378], [-1.789, 1.483, 0.532], [-0.852, -1.128, 1.690], [1.096, -1.099, 1.428], [-0.946, -1.167, -0.962], [0.789, 1.269, 0.323], [0.926, 0.132, -1.920], [1.035, -1.630, -2.017], [1.995, -0.786, -0.882], [-1.427, 2.855, 0.205], [-1.602, 1.670, 1.955]], "nbo_charge": [-0.408, -0.251, -0.551, -0.601, 0.322, 0.211, 0.232, 0.224, 0.236, 0.211, 0.212, 0.198, -0.011, -0.023]}

***

{"formula": "C4H8NO2S", "method": "the ωB97M-V functional and the def2-TZVPD basis", "homo_lumo_gap_ev": [8.37, 8.37], "charge": 1, "multiplicity": 1, "homo_energy_ev": [-14.8, -14.8], "elements": ["C", "C", "C", "C", "N", "O", "O", "S", "H", "H", "H", "H", "H", "H", "H", "H"], "positions_angstrom": [[-0.272, 0.604, -0.961], [-1.508, 0.313, -0.150], [-1.277, 0.010, 1.311], [2.106, 0.392, -1.245], [0.867, 0.264, -0.565], [0.799, -1.240, 2.631], [-0.319, -2.547, 0.814], [-0.032, -1.348, 1.499], [-0.448, 1.107, -1.915], [-2.174, 1.180, -0.225], [-2.031, -0.517, -0.637], [-0.848, 0.847, 1.858], [-2.186, -0.348, 1.796], [2.012, 0.208, -2.314], [2.807, -0.319, -0.808], [2.504, 1.393, -1.090]], "nbo_charge": [0.170, -0.495, -0.564, -0.452, -0.412, -0.717, -0.729, 2.169, 0.204, 0.280, 0.268, 0.286, 0.300, 0.221, 0.232, 0.239]}

***

{"formula": "C5H9ClOS", "method": "the ωB97M-V functional and the def2-TZVPD basis", "homo_lumo_gap_ev": 9.93, "multiplicity": 1, "smiles": "C=C(Cl)[C@@H](S)COC", "homo_energy_ev": -9.1, "elements": ["C", "C", "C", "C", "C", "H", "H", "H", "H", "H", "H", "H", "H", "H", "O", "S", "Cl"], "positions_angstrom": [[-2.442, -0.296, -0.123], [-0.396, 0.265, 0.868], [1.016, 0.725, 0.524], [1.957, -0.252, -0.081], [1.615, -1.270, -0.851], [-2.638, -1.336, 0.287], [-3.001, -0.421, -1.049], [-2.992, 0.436, 0.585], [-0.290, -0.628, 1.414], [-0.992, 1.000, 1.485], [1.442, 1.057, 1.486], [0.229, 1.739, -1.461], [2.438, -1.896, -1.341], [0.591, -1.518, -1.120], [-1.115, 0.063, -0.313], [0.931, 2.277, -0.456], [3.648, 0.055, 0.146]], "nbo_charge": [-0.256, -0.057, -0.394, -0.040, -0.406, 0.165, 0.201, 0.167, 0.177, 0.186, 0.248, 0.137, 0.217, 0.227, -0.550, -0.024, 0.003]}

***

Number 1: calculated total energy -2741.202650 a.u.. Number 2: calculated total energy -2689.585944 a.u.. Number 3: calculated total energy -279.807153 a.u.. Number 4: calculated total energy -721.784159 a.u.. Number 5: calculated total energy -499.070221 a.u.. Number 6: calculated total energy -760.284259 a.u.. Number 7: calculated total energy -1129.476481 a.u..